105
Properties=species:S:1:pos:R:3:forces:R:3 method="wB97M-V/def2-TZVPD" e_homo_ev="-7.4 / -7.4" homo_lumo_gap_ev="6.63 / 6.39" spin_multiplicity=2 s2=0.7646 energy_ev=-118375.247 total_charge=0 lumo_energy_ev="-0.7467 / -1.0029"
Ti 0.725 0.921 -1.170 -1.1468 0.3860 0.5221
O 1.533 -1.342 -2.524 0.1749 -0.0659 -0.2505
C 0.963 -1.633 -1.490 0.1219 0.2021 0.6590
O 1.013 -0.806 -0.450 -0.1495 -1.1117 -0.1277
C 0.161 -2.884 -1.299 0.1089 -0.2153 -0.0817
P -1.200 -2.784 -0.049 -0.0116 0.2156 0.0558
C -2.022 -4.361 -0.495 -0.0674 -0.0516 0.0159
C -3.247 -4.281 -1.149 -0.0259 -0.0080 -0.0158
C -3.915 -5.433 -1.546 0.0027 -0.0101 0.0008
C -3.366 -6.677 -1.281 0.0071 -0.0012 -0.0006
C -2.146 -6.768 -0.622 -0.0154 0.0087 -0.0119
C -1.479 -5.619 -0.233 0.0339 0.0120 0.0042
C -0.362 -3.300 1.498 -0.0073 -0.0013 0.0312
C -1.188 -3.668 2.563 -0.0048 0.0063 -0.0268
C -0.656 -4.039 3.785 0.0083 0.0076 0.0016
C 0.721 -4.044 3.972 -0.0105 -0.0060 0.0055
C 1.551 -3.678 2.927 -0.0300 0.0212 -0.0094
C 1.014 -3.305 1.700 -0.0263 0.0266 0.0052
H 0.855 -3.693 -1.046 -0.0601 -0.0367 -0.1396
H -0.298 -3.114 -2.262 0.0682 -0.1246 0.0311
H -3.684 -3.309 -1.344 0.0016 0.0125 0.0036
H -4.868 -5.356 -2.053 -0.0161 0.0002 -0.0089
H -3.888 -7.576 -1.581 -0.0135 -0.0194 -0.0092
H -1.717 -7.738 -0.408 0.0099 -0.0276 0.0021
H -0.533 -5.698 0.289 0.0101 0.0001 0.0141
H -2.263 -3.668 2.429 -0.0371 0.0236 -0.0087
H -1.316 -4.323 4.594 -0.0186 -0.0103 0.0241
H 1.139 -4.331 4.928 0.0130 -0.0157 0.0221
H 2.624 -3.683 3.059 0.0764 0.0273 0.0139
H 1.686 -3.006 0.908 0.0417 0.0436 -0.0604
C -3.404 0.152 3.681 0.0056 -0.0352 0.0252
C -4.004 1.177 2.966 -0.0243 0.0237 -0.0244
C -3.337 1.766 1.901 0.0302 0.0349 0.0363
C -2.058 1.348 1.525 0.0484 -0.1675 0.0450
C -1.481 0.302 2.247 0.0388 -0.0026 0.0210
C -2.139 -0.286 3.320 0.0276 0.0294 0.0043
Si -1.103 2.236 0.163 0.1305 0.4036 0.0464
C -2.416 2.962 -0.982 -0.1073 -0.1260 -0.0536
C -3.396 2.106 -1.496 0.0008 -0.0291 0.0011
C -4.396 2.567 -2.336 0.0395 0.0317 -0.0024
C -4.430 3.908 -2.695 -0.0211 -0.0101 0.0099
C -3.467 4.773 -2.204 0.0271 0.0101 -0.0001
C -2.473 4.304 -1.353 -0.0327 -0.0047 0.0045
C -0.259 3.725 0.997 0.0907 -0.0404 0.1586
C 0.624 4.554 0.293 -0.0431 -0.1297 -0.2144
C 1.289 5.604 0.902 0.0028 0.0602 0.0570
C 1.091 5.862 2.253 0.0144 0.0085 -0.0506
C 0.216 5.068 2.973 -0.0434 -0.0832 0.0102
C -0.443 4.010 2.351 -0.0588 0.1012 0.0114
H -3.921 -0.307 4.514 -0.0042 0.0003 0.0136
H -4.994 1.523 3.238 -0.0192 0.0029 0.0057
H -3.819 2.572 1.361 -0.0078 0.0298 -0.0525
H -0.498 -0.071 1.971 0.0120 -0.0018 -0.0113
H -1.663 -1.085 3.870 0.0431 -0.0793 0.0244
H -3.375 1.052 -1.237 0.0064 -0.0315 0.0239
H -5.142 1.883 -2.718 -0.0226 -0.0189 -0.0052
H -5.208 4.275 -3.352 -0.0067 0.0079 -0.0260
H -3.487 5.820 -2.480 -0.0031 0.0200 0.0011
H -1.742 5.004 -0.970 0.0523 0.0176 0.0293
H 0.796 4.377 -0.767 -0.0025 -0.0337 0.0375
H 1.961 6.226 0.325 0.0159 0.0081 -0.0187
H 1.610 6.680 2.735 0.0052 0.0205 0.0076
H 0.037 5.273 4.022 0.0060 -0.0219 0.0204
H -1.141 3.416 2.930 0.0040 -0.0746 0.0471
C 4.127 0.632 -0.887 -0.0353 0.0622 -0.0599
C 3.046 1.507 -0.918 0.7275 0.3480 0.3813
N 2.208 1.628 0.132 0.5709 0.2125 0.4210
C 2.466 0.988 1.282 0.1091 -0.0239 -0.1121
C 3.591 0.174 1.432 0.0208 -0.1083 0.3033
C 4.377 -0.033 0.289 0.0235 -0.0048 -0.0785
C 4.056 -0.560 2.630 -0.1554 0.0132 -0.1459
C 3.755 -0.660 3.933 -0.1316 0.1190 0.1060
C 2.770 -0.033 4.837 0.2406 -0.2311 -0.2696
C 2.884 -0.308 6.198 -0.0446 0.0291 0.0222
C 1.972 0.290 7.043 0.0206 -0.0477 0.0270
N 1.010 1.093 6.596 -0.0527 0.0335 -0.0197
C 0.979 1.277 5.282 0.0625 -0.0440 -0.0413
N 1.803 0.758 4.378 -0.0116 0.0868 -0.1292
H 4.756 0.500 -1.756 0.0220 0.0204 -0.0079
H 2.945 2.250 -1.705 -0.1916 -0.2415 -0.1090
H 1.746 1.110 2.080 -0.0266 0.0117 0.0698
H 5.214 -0.718 0.345 0.0113 0.0092 0.0128
H 4.895 -1.194 2.358 -0.0112 -0.0038 0.0293
H 4.399 -1.345 4.476 0.0193 -0.0029 -0.0268
H 3.656 -0.962 6.577 0.0235 0.0040 0.0040
H 2.010 0.120 8.114 -0.0152 0.0185 0.0028
H 0.202 1.918 4.898 -0.1825 0.1216 -0.0727
C 2.618 -0.533 -8.365 0.0060 -0.0101 0.0032
C 1.884 -0.061 -7.142 0.0249 -0.0096 0.0059
C 0.530 0.245 -7.193 -0.0539 0.0159 0.0181
C -0.138 0.717 -6.074 0.0698 -0.0725 0.0242
C 0.555 0.864 -4.881 -0.0109 0.0690 -0.1904
C 1.907 0.557 -4.805 -0.0896 -0.0535 0.0647
C 2.558 0.099 -5.933 0.0247 -0.0167 -0.0148
S -0.331 1.512 -3.509 0.0310 0.0878 0.0093
O -1.402 2.293 -4.019 0.0252 0.0794 0.0277
O -0.716 0.399 -2.587 -0.1552 0.1138 -0.3262
O 0.705 2.246 -2.672 -0.1005 0.1255 -0.7333
H 1.928 -0.786 -9.168 -0.0178 -0.0024 -0.0170
H 3.223 -1.412 -8.145 0.0107 -0.0157 0.0145
H 3.290 0.244 -8.732 0.0158 0.0161 -0.0128
H -0.011 0.123 -8.123 -0.0092 0.0076 -0.0173
H -1.186 0.976 -6.122 -0.0397 0.0355 0.0044
H 2.439 0.652 -3.869 0.0077 0.0398 -0.0124
H 3.612 -0.146 -5.876 0.0248 0.0001 0.0014